(1)
ORCA calculation (ωB97M-V with the def2-TZVPD basis set) on an isolated molecule of C2H8N2O3S at a distorted geometry.

Properties
2S+1: 3
HOMO energy (spin up / spin down): -3.816 / -10.409 eV
Relative energy (zero: lowest compared OMol25 entry of this formula, charge and spin): 298.7 kJ/mol
Total energy: -22152.273 eV
Net charge: 0
Largest force on an atom: 9.44 eV/Å

Last column: natural (NBO) charge in e.
Cartesian coordinates (Å):
N1 -0.266 0.180 -0.031  -0.338
H1 2.758 1.464 0.620  0.404
H2 -0.312 1.595 -1.724  0.251
C1 -1.578 -1.839 0.079  -0.365
N2 1.849 1.067 0.992  -1.105
O1 1.962 0.123 -1.320  -0.908
H3 -1.704 1.276 -0.705  0.218
C2 -0.628 1.465 -0.610  -0.493
O2 -1.041 -0.777 -0.744  -0.342
O3 1.593 -1.303 0.647  -0.963
H4 1.853 0.606 1.877  0.407
H5 -2.272 -1.448 0.720  0.189
H6 -0.757 -2.319 0.645  0.223
S1 1.403 -0.092 -0.043  2.381
H7 -2.394 -2.277 -0.551  0.222
H8 -0.466 2.277 0.145  0.218

(2)
ORCA calculation (ωB97M-V with the def2-TZVPD basis set) on a cluster of 2 separate species, C2H8N2S in total at a distorted geometry.

Properties
2S+1: 1
HOMO energy: -5.133 eV
Relative energy (zero: lowest compared OMol25 entry of this formula, charge and spin): 299.5 kJ/mol
Total energy: -16015.692 eV
Net charge: 0
Largest force on an atom: 4.93 eV/Å

Last column: natural (NBO) charge in e.
Cartesian coordinates (Å):
N1 -1.862 -2.510 -0.981  -0.755
H1 2.171 3.847 1.760  0.165
N2 0.106 -1.354 -0.593  -0.680
S1 1.674 1.927 0.411  -0.673
H2 0.642 3.926 1.124  0.181
H3 1.053 -0.962 -0.682  0.484
H4 -2.163 -2.045 -0.153  0.408
C1 1.219 3.136 1.513  -0.776
H5 -0.321 -2.311 -2.455  0.236
C2 -0.644 -2.011 -1.441  0.382
H6 -2.393 -3.189 -1.428  0.423
H7 0.759 2.762 2.516  0.174
H8 -0.242 -1.215 0.408  0.431

(3)
ORCA calculation (ωB97M-V with the def2-TZVPD basis set) on a structure of composition C2H8N2S.

Properties
2S+1: 1
HOMO energy: -7.876 eV
Relative energy (zero: lowest compared OMol25 entry of this formula, charge and spin): 16.9 kJ/mol
Total energy: -16018.621 eV
Net charge: 0
Largest force on an atom: 0.60 eV/Å

Last column: natural (NBO) charge in e.
Cartesian coordinates (Å):
N1 0.313 -0.548 -1.788  -0.785
H1 -0.116 1.521 1.891  0.212
H2 1.640 0.769 -0.899  0.171
H3 -3.128 -0.752 -0.234  0.127
S1 -2.173 -1.590 0.194  -0.698
H4 -0.512 -1.138 -1.665  0.443
H5 1.544 1.455 1.268  0.185
C1 0.767 0.143 -0.742  0.352
C2 0.671 0.860 1.535  -0.407
N2 0.197 0.084 0.405  -0.537
H6 0.942 0.192 2.348  0.211
H7 0.787 -0.509 -2.670  0.402
H8 -0.930 -0.487 0.357  0.323

(4)
ORCA calculation (ωB97M-V with the def2-TZVPD basis set) on a cluster of 2 separate species, C2H8N2S2 in total at a distorted geometry.

Properties
2S+1: 1
HOMO energy: -9.170 eV
Relative energy (zero: lowest compared OMol25 entry of this formula, charge and spin): 190.4 kJ/mol
SMILES: [H]/N=C/N.CSS
Total energy: -26852.471 eV
Net charge: 0
Largest force on an atom: 4.18 eV/Å

Last column: natural (NBO) charge in e.
Cartesian coordinates (Å):
N1 0.758 -1.486 0.084  -0.724
H1 1.343 -0.270 1.770  0.143
H2 -1.100 -1.899 1.634  0.372
H3 -1.313 0.795 -0.416  0.258
H4 0.992 0.107 -3.397  0.110
H5 0.871 -0.955 -0.704  0.369
H6 -0.035 -2.291 2.851  0.375
S1 0.024 2.260 -1.923  0.134
H7 -1.352 2.280 0.025  0.239
C1 -0.592 1.631 -0.405  -0.819
H8 0.210 1.614 0.302  0.221
C2 0.705 -1.036 1.265  0.316
N2 -0.369 -1.500 2.158  -0.852
S2 -0.141 0.750 -3.244  -0.143

(5)
ORCA calculation (ωB97M-V with the def2-TZVPD basis set) on the ion C2H8N2S2 with charge +2 at a distorted geometry.

Properties
2S+1: 1
HOMO energy: -17.926 eV
Relative energy (zero: lowest compared OMol25 entry of this formula, charge and spin): 237.9 kJ/mol
SMILES: [NH3+]/C(S)=C(/[NH3+])S
Total energy: -26833.428 eV
Net charge: +2
Largest force on an atom: 5.37 eV/Å

Last column: natural (NBO) charge in e.
Cartesian coordinates (Å):
S1 2.380 0.239 -0.182  0.062
H1 -0.510 2.397 -0.915  0.485
H2 -0.676 -2.223 -0.712  0.513
H3 -0.626 2.404 0.702  0.475
C1 0.375 -0.507 -0.057  0.100
N1 -0.355 1.805 -0.091  -0.706
H4 -2.711 0.837 0.644  0.168
H5 1.266 -2.275 -0.402  0.512
N2 0.274 -1.934 -0.149  -0.771
H6 2.861 -0.777 0.419  0.142
C2 -0.613 0.374 -0.033  -0.068
H7 0.581 2.110 -0.025  0.463
H8 0.085 -2.261 0.845  0.485
S2 -2.331 -0.189 -0.044  0.143

(6)
ORCA calculation (ωB97M-V with the def2-TZVPD basis set) on a cluster of 2 separate species, C2H8N3 in total at a distorted geometry.

Properties
2S+1: 1
HOMO energy (spin up / spin down): -14.447 / -14.447 eV
Relative energy (zero: lowest compared OMol25 entry of this formula, charge and spin): 297.8 kJ/mol
Total energy: -6665.542 eV
Net charge: +1
Largest force on an atom: 4.61 eV/Å

Last column: natural (NBO) charge in e.
Cartesian coordinates (Å):
H1 -3.257 -0.233 -0.168  0.386
N1 -2.493 0.412 -0.041  -1.036
H2 -2.606 0.896 0.838  0.387
C1 1.554 0.672 0.168  -0.614
N2 0.166 -1.284 -0.044  0.119
H3 1.816 -1.081 -1.125  0.295
H4 2.045 -1.438 0.585  0.291
H5 2.112 0.850 1.083  0.255
N3 -0.947 -1.313 0.003  0.357
H6 0.570 1.119 0.279  0.238
H7 2.060 1.174 -0.651  0.256
C2 1.453 -0.838 -0.118  -0.320
H8 -2.472 1.065 -0.809  0.385

(7)
ORCA calculation (ωB97M-V with the def2-TZVPD basis set) on the ion C2H8N3 with charge +1 at a distorted geometry.

Properties
2S+1: 1
HOMO energy: -14.897 eV
Relative energy (zero: lowest compared OMol25 entry of this formula, charge and spin): 145.3 kJ/mol
SMILES: NCC(N)=[NH2+]
Total energy: -6667.123 eV
Net charge: +1
Largest force on an atom: 6.52 eV/Å

Last column: natural (NBO) charge in e.
Cartesian coordinates (Å):
C1 0.405 -0.458 0.085  0.608
N1 0.339 -1.814 0.718  -0.776
H1 2.394 -0.547 -0.384  0.458
H2 -0.615 -2.197 0.773  0.411
N2 -0.762 1.591 -0.638  -0.835
C2 -0.723 0.476 0.323  -0.343
N3 1.482 -0.102 -0.517  -0.693
H3 -0.690 0.881 1.312  0.267
H4 -1.524 1.555 -1.289  0.399
H5 0.845 -2.575 0.332  0.408
H6 -0.764 2.365 -0.033  0.387
H7 -1.664 0.070 0.371  0.243
H8 1.277 0.756 -1.053  0.465

(8)
ORCA calculation (ωB97M-V with the def2-TZVPD basis set) on a cluster of 2 separate species, C2H8N3 in total at a distorted geometry.

Properties
2S+1: 1
HOMO energy: -14.512 eV
Relative energy (zero: lowest compared OMol25 entry of this formula, charge and spin): 412.8 kJ/mol
Total energy: -6664.351 eV
Net charge: +1
Largest force on an atom: 5.22 eV/Å

Last column: natural (NBO) charge in e.
Cartesian coordinates (Å):
N1 -0.778 -0.126 -0.692  -0.359
H1 -1.279 0.287 1.289  0.239
H2 -2.641 -0.089 0.260  0.229
H3 1.416 1.268 -0.358  0.183
H4 -0.819 1.311 -0.770  0.383
C1 -1.653 -0.393 0.456  -0.410
N2 2.619 -0.266 0.227  -0.722
H5 3.247 0.394 0.597  0.420
H6 -1.685 -1.454 0.550  0.245
H7 -0.954 -0.511 -1.665  0.459
H8 2.539 -1.181 0.450  0.408
C2 1.438 0.187 -0.141  0.301
N3 0.487 -0.619 -0.299  -0.377

(9)
ORCA calculation (ωB97M-V with the def2-TZVPD basis set) on a cluster of 2 separate species, C2H8N3O in total at a distorted geometry.

Properties
2S+1: 1
HOMO energy: -3.442 eV
Relative energy (zero: lowest compared OMol25 entry of this formula, charge and spin): 50.6 kJ/mol
Total energy: -8721.656 eV
Net charge: -1
Largest force on an atom: 2.32 eV/Å

Last column: natural (NBO) charge in e.
Cartesian coordinates (Å):
N1 -0.915 0.794 -1.525  -0.912
H1 0.648 -1.596 1.623  0.324
H2 -1.286 -1.184 -2.190  0.124
H3 -0.443 1.094 -2.419  0.327
H4 0.802 -0.976 -0.305  0.476
H5 -1.347 -0.847 -0.427  0.139
O1 0.513 -1.150 -1.305  -0.833
N2 0.016 1.474 1.400  -0.863
C1 0.510 0.353 1.858  0.278
N3 0.802 -0.715 1.082  -0.941
C2 -0.799 -0.653 -1.360  0.088
H6 0.627 0.181 2.957  0.078
H7 -0.508 1.293 -0.699  0.410
H8 -0.179 2.163 2.212  0.306

(10)
ORCA calculation (ωB97M-V with the def2-TZVPD basis set) on the ion C2H8N3O with charge +1 at a distorted geometry.

Properties
2S+1: 1
HOMO energy: -14.201 eV
Relative energy (zero: lowest compared OMol25 entry of this formula, charge and spin): 494.5 kJ/mol
SMILES: CON(N)C=[NH2+]
Total energy: -8711.350 eV
Net charge: +1
Largest force on an atom: 3.93 eV/Å

Last column: natural (NBO) charge in e.
Cartesian coordinates (Å):
N1 -0.029 0.048 0.199  0.030
H1 1.181 1.527 1.855  0.445
H2 0.967 3.050 0.793  0.450
H3 -0.643 -2.432 -0.932  0.182
C1 0.292 1.321 0.047  0.368
O1 0.039 -0.410 -1.155  -0.330
H4 -0.745 -1.540 -2.450  0.233
C2 -0.894 -1.380 -1.412  -0.271
H5 -0.088 1.932 -0.848  0.264
H6 -1.822 -0.915 -1.162  0.197
H7 0.566 -1.686 0.832  0.412
N2 0.388 -0.751 1.191  -0.662
N3 0.947 2.049 0.996  -0.727
H8 -0.159 -0.812 2.046  0.409